Record 1
{
  "formula": "C23H34BClO5",
  "method": "wB97M-V/def2-TZVPD",
  "elements": ["Cl", "O", "O", "O", "O", "O", "C", "C", "C", "C", "C", "C", "C", "C", "C", "C", "C", "C", "C", "C", "C", "C", "C", "C", "C", "C", "C", "C", "C", "B", "H", "H", "H", "H", "H", "H", "H", "H", "H", "H", "H", "H", "H", "H", "H", "H", "H", "H", "H", "H", "H", "H", "H", "H", "H", "H", "H", "H", "H", "H", "H", "H", "H", "H"],
  "positions_angstrom": [[-1.362, -3.157, -2.263], [6.470, -0.556, -1.104], [2.071, 2.218, 2.227], [-3.447, -5.285, -3.958], [3.799, -1.278, -2.742], [1.852, 2.596, -0.657], [3.978, -0.128, -0.637], [5.566, -1.658, 1.038], [-4.829, -5.632, -4.011], [-0.179, 0.368, -0.829], [-1.179, 1.878, 2.316], [1.193, 0.316, -0.989], [-2.631, 3.247, 4.001], [3.571, 4.036, 1.452], [0.994, -1.858, -2.004], [-2.261, 1.863, 3.425], [-5.378, -5.772, -2.599], [1.742, -0.804, -1.597], [-5.594, -4.580, -4.801], [3.242, -0.788, -1.778], [2.128, 1.417, -0.542], [-0.927, -0.709, -1.241], [-0.907, 1.543, -0.223], [-0.361, -1.809, -1.800], [4.186, 1.541, 1.165], [-2.800, 4.380, 2.953], [3.424, 2.596, 1.976], [-1.730, 1.171, 1.050], [3.450, 0.922, -0.009], [5.385, -0.779, -0.266], [-3.843, 4.703, 2.954], [-1.612, 1.898, -0.983], [-5.503, -3.600, -4.324], [5.850, -2.663, 0.705], [-4.816, -6.524, -2.044], [-6.431, -6.061, -2.610], [-0.857, 2.881, 2.026], [3.913, 2.627, 2.963], [4.592, -1.762, 1.525], [-0.269, 2.387, 0.018], [-3.599, 3.125, 4.497], [-5.185, -4.486, -5.807], [6.966, 0.226, -0.840], [3.155, 4.168, 0.456], [-1.924, 3.522, 4.786], [5.079, 2.039, 0.767], [-2.202, 5.235, 3.273], [-2.779, 1.454, 0.922], [3.122, 4.693, 2.205], [-2.546, 4.089, 1.935], [4.555, 0.798, 1.875], [-6.652, -4.834, -4.877], [-3.374, -4.437, -3.507], [-5.281, -4.829, -2.054], [1.597, 3.047, 2.349], [-4.891, -6.592, -4.525], [1.506, -2.705, -2.445], [-1.851, 1.274, 4.253], [-3.147, 1.331, 3.072], [-2.003, -0.727, -1.107], [-0.287, 1.317, 2.605], [6.312, -1.230, 1.710], [4.643, 4.252, 1.476], [-1.705, 0.087, 1.197]],
  "forces_ev_per_angstrom": [[0.16, 0.05, 0.05], [-0.28, 0.19, 0.40], [0.26, -0.03, -0.38], [0.08, -0.29, -0.15], [-0.30, 0.07, 0.75], [0.25, -0.65, 0.01], [0.44, -0.88, -0.62], [-0.96, 0.09, -0.75], [-0.12, 0.54, 0.31], [0.10, 1.39, 0.46], [-0.63, -0.92, -0.53], [0.28, 0.43, 0.15], [-0.54, -0.31, -0.51], [0.15, -0.68, 0.48], [0.46, -1.12, -0.57], [1.02, 0.26, 0.42], [0.03, -0.20, 0.07], [1.54, 0.78, 0.19], [0.00, -0.05, -0.21], [-0.16, 0.05, -0.15], [-0.17, 0.37, -0.03], [-1.35, -0.21, 0.20], [-0.87, -0.18, 0.23], [-0.12, -0.80, -0.42], [-0.42, 0.87, -0.24], [-0.23, -0.09, 0.80], [0.48, 0.63, 0.71], [0.51, 0.47, -0.14], [-0.28, -0.33, 0.32], [0.35, 0.16, 0.09], [0.09, 0.07, -0.15], [0.14, 0.03, 0.01], [-0.05, -0.04, 0.09], [0.32, 0.11, 0.19], [-0.02, -0.03, -0.04], [0.00, 0.03, 0.02], [-0.12, 0.04, 0.22], [0.10, -0.13, -0.15], [0.25, 0.03, 0.33], [0.22, -0.20, -0.19], [0.18, 0.02, 0.19], [-0.01, -0.05, 0.00], [0.20, -0.07, -0.27], [-0.02, 0.12, 0.11], [0.10, 0.07, -0.19], [-0.03, 0.00, 0.13], [0.01, 0.05, -0.39], [0.07, 0.00, -0.08], [-0.15, 0.15, -0.32], [0.12, 0.04, 0.08], [-0.23, -0.37, -0.35], [0.00, 0.03, 0.01], [-0.03, 0.03, -0.04], [-0.07, 0.05, -0.08], [-0.25, -0.16, 0.00], [0.17, 0.00, -0.02], [-0.23, -0.03, -0.11], [-0.30, -0.08, -0.01], [-0.01, 0.14, -0.05], [0.03, 0.23, 0.06], [0.01, 0.26, 0.20], [0.05, -0.23, 0.00], [-0.09, 0.16, -0.24], [-0.12, 0.08, 0.09]],
  "total_charge": 0,
  "homo_energy_ev": -9.42,
  "smiles": "CCCCCCc1cc(Cl)cc2c1C(=O)C(C[C@@H](C)O)=C(B(C)O)C2=O.CC(C)O"
}

Record 2
{
  "formula": "C23H34BrN10",
  "method": "wB97M-V/def2-TZVPD",
  "elements": ["Br", "N", "N", "N", "N", "N", "N", "N", "N", "N", "N", "C", "C", "C", "C", "C", "C", "C", "C", "C", "C", "C", "C", "C", "C", "C", "C", "C", "C", "C", "C", "C", "C", "C", "H", "H", "H", "H", "H", "H", "H", "H", "H", "H", "H", "H", "H", "H", "H", "H", "H", "H", "H", "H", "H", "H", "H", "H", "H", "H", "H", "H", "H", "H", "H", "H", "H", "H"],
  "positions_angstrom": [[2.138, -0.331, 0.658], [-3.168, -2.636, 2.733], [2.539, 2.755, 5.854], [-7.476, -1.359, -3.468], [6.767, -2.617, 0.420], [-2.793, 0.778, -1.411], [4.277, 1.150, -2.555], [-6.950, -3.364, -0.206], [-3.531, 1.876, -1.688], [1.341, 3.840, 0.078], [5.940, 1.213, 1.842], [-4.682, -0.792, -0.328], [4.118, 3.111, 2.744], [0.750, -0.398, -0.783], [0.906, 4.321, -1.004], [7.999, -2.880, 0.358], [-6.437, -3.642, -1.324], [-5.818, -3.978, -2.671], [-5.592, 0.545, -0.610], [3.114, 1.691, 6.209], [-1.299, 0.932, -1.791], [-3.098, -0.562, -0.816], [3.808, 0.408, 6.636], [-4.968, 1.868, -1.325], [9.484, -3.196, 0.284], [6.364, -0.040, -1.153], [-8.302, -0.498, -3.059], [-9.298, 0.539, -2.566], [5.223, 0.611, -1.919], [0.383, 4.901, -2.308], [5.114, 2.073, 2.251], [-2.022, -2.860, 2.259], [-0.363, 0.775, -0.452], [-0.639, -3.131, 1.688], [9.899, -2.817, -0.654], [4.862, 0.606, 6.847], [-0.574, 5.401, -2.136], [-6.379, -4.787, -3.148], [3.333, 0.010, 7.538], [1.272, -0.088, -1.787], [0.241, 4.102, -3.041], [-0.718, -3.394, 0.629], [-6.734, 0.568, -0.300], [6.040, -1.003, -0.749], [4.539, 4.114, 2.633], [9.637, -4.278, 0.330], [-1.082, 1.995, -2.259], [10.007, -2.726, 1.121], [0.222, -1.444, -0.913], [-8.877, 1.542, -2.677], [-9.528, 0.363, -1.512], [3.738, -0.337, 5.839], [3.194, 3.046, 2.162], [0.196, 1.821, -0.311], [-5.841, -3.098, -3.321], [-1.054, 0.138, -2.640], [-0.952, 0.594, 0.544], [-0.014, -2.239, 1.787], [-2.277, -1.416, -0.663], [-5.623, 2.825, -1.536], [3.888, 2.935, 3.798], [-10.222, 0.474, -3.148], [1.097, 5.627, -2.707], [6.674, 0.606, -0.327], [-4.781, -4.295, -2.536], [-5.063, -1.792, 0.150], [-0.168, -3.958, 2.226], [7.216, -0.201, -1.819]],
  "forces_ev_per_angstrom": [[-0.98, -0.40, -1.00], [9.09, -1.70, -3.93], [4.60, -8.53, 2.81], [-6.62, 7.06, 3.32], [9.97, -2.36, -0.37], [0.20, -2.68, 0.74], [7.36, -4.30, 5.04], [4.17, -2.06, -8.82], [-4.41, -1.83, 1.90], [-3.51, 3.81, -8.64], [-6.59, 6.84, 3.34], [2.19, 4.88, -2.37], [0.82, -0.86, -0.39], [-1.14, 1.23, -0.82], [2.89, -3.11, 7.11], [-8.14, 1.69, 0.44], [-3.36, 1.79, 7.15], [-0.39, 0.26, 1.05], [2.90, -0.44, -0.77], [-3.79, 6.98, -2.30], [0.95, 0.25, -0.25], [-4.82, 2.07, 0.51], [-0.56, 1.04, -0.33], [2.09, -4.04, 1.31], [-1.21, 0.26, 0.08], [-0.99, 0.66, -0.77], [5.47, -5.72, -2.72], [0.82, -0.87, -0.40], [-6.11, 3.56, -4.13], [0.42, -0.44, 1.09], [5.38, -5.58, -2.71], [-7.53, 1.46, 3.10], [1.00, 0.44, -0.51], [-1.14, 0.26, 0.54], [-0.18, -0.03, 0.14], [-0.21, 0.08, -0.07], [0.18, -0.09, 0.10], [0.02, 0.14, 0.19], [0.01, 0.17, -0.16], [-0.82, -0.79, 2.06], [0.12, 0.08, 0.16], [-0.07, -0.03, 0.17], [2.72, -0.19, -0.70], [-0.05, 0.35, -0.14], [0.04, -0.23, -0.05], [-0.15, 0.18, 0.00], [-1.07, -2.24, 1.03], [-0.20, -0.03, -0.11], [1.35, 1.97, 0.52], [0.00, -0.20, -0.07], [0.07, -0.10, -0.18], [-0.04, 0.21, 0.07], [0.19, -0.07, -0.01], [-1.10, -2.51, -0.23], [-0.16, -0.11, 0.25], [-0.60, 1.53, 1.99], [0.93, 0.10, -2.04], [-0.11, -0.07, 0.05], [-1.78, 2.52, -0.58], [1.77, -2.20, 0.40], [0.09, -0.03, -0.20], [0.21, -0.07, 0.05], [-0.05, -0.17, 0.15], [-0.22, -0.09, -0.14], [-0.19, -0.03, 0.14], [0.69, 2.15, -0.97], [-0.16, 0.13, -0.06], [-0.23, 0.05, -0.06]],
  "total_charge": 1,
  "homo_energy_ev": -12.16
}

One value per record, in order, for LUMO: -0.6, -4.8 eV.